[1]
The following is a DFT calculation (ωB97M-V/def2-TZVPD) of C5H5AuO as an isolated structure.

```
12
Properties=species:S:1:pos:R:3:mulliken_charge:R:1
H -2.37846 -1.77678 -2.31062 0.396
H -2.58037 0.93825 -1.48964 0.395
H -1.72377 -2.00320 -0.05566 0.460
C 3.01560 0.61676 2.05347 -0.312
Au 0.45209 0.87275 0.12874 0.716
C -1.65645 0.37681 -1.27025 0.370
H 3.70022 1.46038 2.22510 0.306
C -1.68822 -0.79701 -0.35815 -0.565
C 2.00429 0.73389 1.28291 0.370
C -1.74717 -1.25253 -1.59353 -0.018
H 3.16058 -0.31365 2.62413 0.299
O -0.55834 1.14435 -1.23650 -0.416
```

Values from the calculation:
largest force on an atom: 9.95 eV/Å
molecular weight: 278.1 g mol⁻¹
lowest unoccupied orbital energy (spin up / spin down): -10.242 / -13.119 eV
HOMO level (spin up / spin down): -19.43 / -19.77 eV
multiplicity: 3
total charge: +2



[2]
The following is a DFT calculation (ωB97M-V/def2-TZVPD) of C5H5Br2N as an isolated structure.

```
13
Properties=species:S:1:pos:R:3:mulliken_charge:R:1
C -0.08005 -0.09532 1.15656 -0.876
H 2.55506 0.19629 0.34511 0.367
C -1.81759 -0.60852 -0.12205 -0.352
C -0.76052 -0.26773 -0.96598 -0.465
Br 2.21234 2.67205 -0.37690 -0.201
H -0.82878 -0.26399 -2.11017 0.282
C 0.31840 0.06453 -0.12388 1.135
H -1.92629 -0.74682 1.89805 0.102
H -2.86614 -0.94380 -0.41369 0.323
N -1.40642 -0.48294 1.15387 0.047
H 0.45539 0.10566 1.99487 0.480
Br 2.48019 -0.08705 -2.02188 -0.039
C 1.66441 0.45763 -0.41393 -0.803
```

Values from the calculation:
largest force on an atom: 4.86 eV/Å
molecular weight: 238.9 g mol⁻¹
lowest unoccupied orbital energy: -0.321 eV
HOMO level: -8.99 eV
total charge: 0
relative energy (zero: lowest compared OMol25 entry of this formula, charge and spin): 10.86 kcal/mol



[3]
The following is a DFT calculation (ωB97M-V/def2-TZVPD) of C5H5Br3Cl12 as an isolated structure.

```
25
Properties=species:S:1:pos:R:3:mulliken_charge:R:1
C -0.23369 0.46083 -1.23408 0.191
Br -5.48445 1.14458 -5.20660 0.186
Cl -0.46089 -0.33805 5.01181 -0.119
Cl 2.28024 -5.14895 -0.35349 -0.104
H -4.45773 1.37359 -2.90489 0.163
Br -6.79470 0.62595 -2.28203 0.359
C 2.41570 -3.81195 -1.46737 -0.027
C -0.03402 0.94762 3.87100 0.949
Cl -1.70282 1.34735 -1.78359 -0.192
Cl 0.11676 0.52665 0.45645 0.038
H 2.67199 -4.21938 -2.44534 0.331
H 0.68793 0.61194 3.12655 -0.599
Br -5.84736 3.48785 -3.01707 0.357
H 2.57885 0.10313 1.28108 -0.140
Cl 0.91335 -2.83055 -1.45231 -0.107
H -0.37708 -0.55508 -1.60214 0.060
Cl -1.38349 1.48956 2.94539 -0.149
Cl 3.91145 -3.03316 -0.82120 -0.096
Cl 1.19281 1.14722 -2.01942 -0.104
C 3.39290 0.57098 1.83474 0.500
Cl 3.14755 0.07268 3.51186 -0.125
Cl 4.81644 -0.15647 1.20106 -0.126
Cl 3.38946 2.32125 1.84107 -0.092
C -5.43924 1.60994 -3.31582 -0.051
Cl 0.70005 2.25248 4.82433 -0.103
```

Values from the calculation:
largest force on an atom: 1.49 eV/Å
molecular weight: 730.2 g mol⁻¹
lowest unoccupied orbital energy (spin up / spin down): -5.469 / -10.376 eV
HOMO level (spin up / spin down): -12.44 / -12.44 eV
multiplicity: 2
total charge: +1



| no. | calculated total energy (eV) |
| --- | --- |
| 1 | -10974.0901 |
| 2 | -146839.7580 |
| 3 | -365650.7794 |